(1)
Entry from OMol25: C4H14NOS as an isolated structure in a non-equilibrium geometry (wB97M-V/def2-TZVPD).

Properties
E_HOMO ... -13.30 eV
Maximum force ... 0.102 Eh/bohr
Energy relative to the best compared isomer or geometry (same formula, charge and spin) ... 796.9 kJ/mol
Electronic energy ... -18733.928 eV
Total charge ... +1
LUMO ... -7.772 eV
Gap between HOMO and LUMO ... 5.530 eV

Atoms and positions in Å:
C -0.25 1.72 0.32
C 0.23 0.41 -0.19
C 0.86 -0.35 0.99
C 1.76 -1.42 0.39
S 2.52 -0.61 -1.10
N -0.78 -0.32 -0.90
H -1.32 1.65 0.67
H -0.19 2.49 -0.45
H 0.36 2.00 1.18
H 1.42 0.53 -0.59
H 1.42 0.42 1.52
H 0.24 -0.85 1.76
H 1.29 -2.32 0.03
H 2.47 -1.68 1.17
H 1.89 1.96 -0.38
H -1.66 -0.21 -0.44
H 3.51 0.21 -0.61
H -0.88 -0.03 -1.83
H -4.47 -1.01 -1.25
H -4.41 -1.66 0.09
O -4.01 -0.93 -0.38

(2)
Entry from OMol25: C49H31AsCl6O4PSY as an isolated structure (wB97M-V/def2-TZVPD).

Properties
E_HOMO ... -2.08 eV
Maximum force ... 0.019 Eh/bohr
Energy relative to the best compared isomer or geometry (same formula, charge and spin) ... 75.0 kJ/mol
Electronic energy ... -216654.017 eV
Total charge ... -2
LUMO ... 3.841 eV
Gap between HOMO and LUMO ... 5.920 eV

Atoms and positions in Å:
Y 0.24 -0.42 -0.29
Cl 2.26 5.24 3.61
C 1.39 3.83 3.05
C 0.28 3.38 3.74
Cl -0.28 4.22 5.16
C -0.43 2.26 3.27
Cl -1.86 1.69 4.06
C -0.03 1.58 2.12
O -0.65 0.56 1.61
C 1.14 2.02 1.43
O 1.51 1.33 0.39
C 1.81 3.15 1.89
Cl 3.19 3.70 0.98
S -1.89 -2.06 0.44
C -3.25 -1.01 0.86
C -4.25 -1.51 1.72
C -5.41 -0.81 2.00
C -5.64 0.43 1.41
C -4.67 0.96 0.58
C -3.48 0.27 0.33
As -2.11 1.06 -0.80
C -1.93 2.89 -0.17
C -0.91 3.63 -0.77
C -0.55 4.87 -0.26
C -1.19 5.37 0.87
C -2.19 4.63 1.48
C -2.56 3.39 0.97
C -3.14 1.25 -2.43
C -3.34 2.45 -3.10
C -4.00 2.47 -4.32
C -4.46 1.29 -4.89
C -4.26 0.08 -4.22
C -3.61 0.06 -3.00
H -4.09 -2.49 2.16
H -6.14 -1.24 2.67
H -6.55 0.98 1.61
H -4.83 1.92 0.11
H -0.35 3.22 -1.60
H 0.27 5.42 -0.71
H -0.87 6.32 1.30
H -2.66 4.99 2.39
H -3.30 2.80 1.49
H -2.97 3.37 -2.66
H -4.15 3.41 -4.84
H -4.96 1.30 -5.85
H -4.61 -0.85 -4.66
H -3.44 -0.88 -2.49
C 4.87 1.27 3.32
C 5.25 0.54 2.20
C 4.44 -0.48 1.72
C 3.24 -0.78 2.35
C 2.86 -0.04 3.47
C 3.67 0.98 3.96
P 2.04 -2.05 1.79
C 2.40 -3.47 2.89
C 3.48 -3.53 3.77
C 3.69 -4.66 4.55
C 2.84 -5.75 4.45
C 1.76 -5.70 3.58
C 1.54 -4.56 2.81
C 2.66 -2.57 0.16
C 3.70 -3.48 -0.04
C 4.13 -3.74 -1.33
C 3.54 -3.07 -2.41
C 2.51 -2.16 -2.17
C 2.02 -1.87 -0.89
H 5.49 2.08 3.67
H 6.17 0.78 1.68
H 4.72 -1.02 0.82
H 1.90 -0.23 3.94
H 3.34 1.57 4.80
H 4.15 -2.68 3.86
H 4.54 -4.69 5.23
H 3.01 -6.64 5.05
H 1.08 -6.54 3.50
H 0.68 -4.51 2.15
H 4.16 -3.98 0.80
H 4.93 -4.45 -1.51
H 3.87 -3.27 -3.42
H 2.06 -1.67 -3.04
Cl -0.89 -0.78 -8.28
C -0.81 -0.92 -6.52
C -1.43 -2.01 -5.89
C -1.40 -2.15 -4.54
Cl -2.22 -3.48 -3.78
C -0.73 -1.19 -3.67
O -0.74 -1.32 -2.43
C -0.11 -0.11 -4.37
C 0.58 0.93 -3.65
O 0.75 1.01 -2.44
C -0.16 0.02 -5.77
H -1.95 -2.75 -6.49
H 1.01 1.73 -4.28
H 0.31 0.87 -6.24

(3)
Entry from OMol25: C17H30Al2Cl3F5ILiN4O3S as an isolated structure in a non-equilibrium geometry (wB97M-V/def2-TZVPD).

Properties
E_HOMO ... -11.33 eV
Maximum force ... 0.077 Eh/bohr
Energy relative to the best compared isomer or geometry (same formula, charge and spin) ... 212.2 kJ/mol
Electronic energy ... -113690.831 eV
Total charge ... +2
LUMO ... -9.956 eV
Gap between HOMO and LUMO ... 1.379 eV

Atoms and positions in Å:
N -2.23 -2.75 1.27
C -1.64 -1.67 0.72
N -0.53 -1.81 -0.06
N -2.24 -0.43 0.99
C -1.29 0.51 1.66
C -0.38 1.34 0.71
C 0.79 2.06 1.45
I 1.72 3.49 0.07
C -2.93 0.16 -0.17
C -4.08 -0.75 -0.74
C -5.34 -0.83 0.18
C -5.83 0.55 0.72
S -7.25 0.21 1.84
O -6.72 -0.04 3.27
O -7.89 -0.97 1.34
Cl -8.64 1.68 1.81
H -3.10 -2.49 1.74
H -1.59 -3.26 1.89
H 0.35 -2.05 0.38
H -0.67 -1.71 -1.06
H -0.60 -0.12 2.27
H -1.79 1.17 2.39
H 0.03 0.66 -0.08
H -0.96 2.14 0.19
H 1.56 1.37 1.84
H 0.39 2.75 2.32
H -3.32 1.15 0.14
H -2.26 0.36 -1.04
H -3.73 -1.78 -0.95
H -4.33 -0.30 -1.72
H -6.16 -1.24 -0.44
H -5.20 -1.56 1.00
H -5.05 1.04 1.34
H -6.17 1.22 -0.09
Cl 1.30 4.22 2.79
Li 3.40 3.09 3.40
F -0.35 -6.35 -5.29
C -0.74 -5.79 -4.17
C -0.09 -6.12 -2.98
C -0.50 -5.51 -1.79
C -1.55 -4.60 -1.80
C -2.20 -4.28 -3.00
C -1.78 -4.87 -4.19
H 0.72 -6.83 -2.99
H 0.00 -5.75 -0.86
H -1.87 -4.13 -0.88
H -3.02 -3.57 -3.01
H -2.26 -4.63 -5.13
C 5.65 2.01 0.97
O 4.66 2.70 1.28
N 6.39 2.23 -0.10
C 7.55 1.41 -0.42
C 6.03 3.33 -0.98
H 5.98 1.16 1.58
H 8.44 2.04 -0.45
H 7.40 0.94 -1.40
H 7.69 0.63 0.33
H 6.05 4.25 -0.41
H 5.02 3.17 -1.36
H 6.73 3.40 -1.81
F 8.46 6.05 1.39
Al 7.05 7.05 1.35
F 5.88 6.34 0.27
F 7.47 8.62 0.79
F 6.37 7.16 2.94
Al 0.63 -3.47 -3.03
Cl -7.43 -1.95 3.74

(4)
Entry from OMol25: C16H11Cl2N3O4 in the gas phase in a non-equilibrium geometry (wB97M-V/def2-TZVPD).

Properties
E_HOMO ... -8.79 eV
SMILES string ... CC(C)=C1C=C(Oc2c(Cl)cc(-c3cc(=O)[nH]o3)cc2Cl)N=NC1=O
Maximum force ... 0.061 Eh/bohr
Energy relative to the best compared isomer or geometry (same formula, charge and spin) ... 602.4 kJ/mol
Electronic energy ... -54470.898 eV
LUMO ... -1.877 eV
Gap between HOMO and LUMO ... 6.910 eV

Atoms and positions in Å:
O -0.65 -1.62 4.36
O 4.77 5.61 -3.61
Cl -1.64 2.38 -0.47
Cl 1.09 -1.99 -2.22
N 0.15 -0.70 2.45
N 0.05 -0.41 1.21
O -1.18 -0.46 -0.87
O 4.37 2.32 -3.05
C -0.80 -1.47 3.13
C 4.33 4.51 -3.43
C -1.07 -0.76 0.47
C -2.14 -1.39 1.08
C 2.98 4.13 -3.03
C -2.04 -1.95 2.44
C 3.08 2.78 -2.80
C -2.94 -2.91 2.94
C 0.86 2.49 -1.68
C 2.07 0.55 -2.41
C -0.18 1.66 -1.22
C 1.02 -0.27 -1.97
C -0.12 0.28 -1.37
C 2.00 1.95 -2.28
N 5.14 3.40 -3.48
C -2.78 -3.53 4.30
C -4.05 -3.42 2.09
H -3.04 -1.40 0.47
H 2.08 4.73 -3.00
H 0.79 3.55 -1.53
H 2.94 0.09 -2.86
H 6.09 3.49 -3.14
H -1.80 -4.01 4.32
H -2.78 -2.73 5.05
H -3.58 -4.24 4.52
H -4.23 -4.47 2.34
H -4.98 -2.84 2.24
H -3.80 -3.35 1.01

(5)
Entry from OMol25: a 2-piece molecular cluster, C4H13N3O overall in a non-equilibrium geometry (wB97M-V/def2-TZVPD).

Properties
E_HOMO (alpha / beta) ... -14.41 / -13.43 eV
Maximum force ... 0.033 Eh/bohr
Energy relative to the best compared isomer or geometry (same formula, charge and spin) ... 204.6 kJ/mol
Electronic energy ... -10866.981 eV
2S+1 ... 2
Total charge ... +1
LUMO (alpha / beta) ... -3.353 / -8.876 eV
Gap between HOMO and LUMO (alpha / beta) ... 11.061 / 4.554 eV

Atoms and positions in Å:
C 0.75 1.90 -0.11
C 0.02 1.39 -1.43
C -0.72 0.08 -1.21
N -1.59 -2.50 0.26
C -0.41 -2.09 0.02
N 0.01 -0.81 -0.33
N -0.19 2.02 0.97
H 1.57 1.25 0.17
H 1.18 2.88 -0.31
H 0.86 1.27 -2.11
H -0.63 2.21 -1.70
H -1.72 0.27 -0.82
H -0.79 -0.38 -2.21
H -2.34 -1.83 0.10
H 0.38 -2.79 0.25
H 1.01 -0.80 -0.51
H -1.02 2.57 0.75
H -0.40 1.10 1.37
H 1.81 -1.41 1.94
H 0.65 -2.05 2.60
O 1.55 -2.27 2.31

(6)
Entry from OMol25: an isolated ion of composition C5H9N2O and charge +1 in a non-equilibrium geometry (wB97M-V/def2-TZVPD).

Properties
E_HOMO ... -14.10 eV
SMILES string ... CC1=N[C@@H]2O[C@@H]2[C@@H]1[NH3+]
Maximum force ... 0.066 Eh/bohr
Energy relative to the best compared isomer or geometry (same formula, charge and spin) ... 332.1 kJ/mol
Electronic energy ... -10349.179 eV
Total charge ... +1
LUMO ... -4.094 eV
Gap between HOMO and LUMO ... 10.008 eV

Atoms and positions in Å:
C 0.34 -0.39 0.87
C 0.35 -0.02 -0.68
C 1.53 0.94 -0.74
C 2.04 1.03 0.65
C -0.63 -1.22 1.51
N 1.32 0.12 1.49
N -0.97 0.72 -1.11
O 1.29 2.07 0.09
H 0.46 -0.88 -1.31
H 2.16 1.01 -1.73
H 3.08 1.33 1.02
H -1.62 -0.90 1.38
H -0.25 -1.30 2.63
H -0.49 -2.09 0.93
H -1.23 1.65 -0.72
H -1.68 0.02 -1.18
H -0.83 1.12 -2.07